# 1
ORCA calculation (the ωB97M-V functional and the def2-TZVPD basis) on one molecule with the formula CH2F2O3 in a non-equilibrium geometry.

The geometry in ORCA input format:
```
! wB97M-V def2-TZVPD RIJCOSX def2/J DEFGRID3
* xyz 0 1
O -1.721 0.454 0.213
O -0.732 -0.568 0.126
C 0.463 0.069 0.163
O 1.419 -0.900 0.118
F 0.598 0.946 1.118
F 0.586 0.878 -0.981
H -1.682 0.821 -0.674
H 1.069 -1.700 -0.082
*
```

Calculated values
* SMILES: OOC(O)(F)F
* highest occupied orbital energy: -12.128 eV
* relative energy (zero: lowest compared OMol25 entry of this formula, charge and spin): 0.0 kcal/mol
* total energy: -464.66803 Ha
* HOMO-LUMO gap: 12.82 eV


# 2
ORCA calculation (the ωB97M-V functional and the def2-TZVPD basis) on a 2-piece molecular cluster, CH4FN2 overall in a non-equilibrium geometry.

The geometry in ORCA input format:
```
! wB97M-V def2-TZVPD RIJCOSX def2/J DEFGRID3
* xyz 1 1
C -0.046 0.053 -0.507
N 0.089 -1.180 -0.797
N 0.006 0.785 1.511
F -0.232 0.973 -1.333
H 0.206 -1.826 0.091
H 0.014 -1.535 -1.750
H 0.852 1.413 1.663
H -0.889 1.317 1.122
*
```

Calculated values
* highest occupied orbital energy (alpha / beta): -16.521 / -16.519 eV
* relative energy (zero: lowest compared OMol25 entry of this formula, charge and spin): 100.6 kcal/mol
* total energy: -249.46417 Ha
* HOMO-LUMO gap (alpha / beta): 10.29 / 10.29 eV